Entry 1:
Entry from the Open Molecules 2025 dataset: C4H6O2 in the gas phase (ωB97M-V with the def2-TZVPD basis set).

Gap between HOMO and LUMO, eV: 10.728
SMILES: O=CC1COC1
Energy above the lowest of the compared OMol25 structures with the same formula, charge and spin, kJ/mol: 194.28
E_tot, eV: -8338.448

Last column: Löwdin charge in e.
Atoms and positions in Å:
O -0.800 -0.535 2.341  0.0644
C -0.968 0.085 1.319  -0.2262
C -0.421 -0.364 -0.012  -0.2106
C -0.129 0.712 -1.068  -0.1527
O 1.271 0.407 -1.057  -0.1063
C 1.095 -0.619 -0.070  -0.1346
H -1.545 1.035 1.310  0.1287
H -1.019 -1.209 -0.368  0.1517
H -0.581 0.546 -2.052  0.1195
H -0.326 1.748 -0.755  0.1200
H 1.637 -0.403 0.857  0.1242
H 1.388 -1.607 -0.441  0.1219


Entry 2:
Entry from the Open Molecules 2025 dataset: an isolated ion of composition C6H11BN3O2 and charge +1 at a distorted geometry (ωB97M-V with the def2-TZVPD basis set).

Charge: +1
Gap between HOMO and LUMO, eV: 9.441
SMILES: NCc1[nH]ccc(=[NH2+])c1B(O)O
Energy above the lowest of the compared OMol25 structures with the same formula, charge and spin, kJ/mol: 43.05
E_tot, eV: -15638.375

Last column: Löwdin charge in e.
Atoms and positions in Å:
B 1.459 1.330 -0.081  -0.7008
C 0.407 -2.397 0.268  -0.0013
C -0.899 -2.353 -0.008  -0.0063
C 0.614 -0.059 -0.170  0.0911
C 1.260 -1.311 0.066  -0.2678
C -0.798 -0.063 -0.450  -0.1549
C -1.677 1.128 -0.777  -0.1645
N -1.489 -1.175 -0.444  0.1325
N 2.546 -1.555 0.255  0.1833
N -2.210 1.507 0.498  0.0626
O 2.598 1.247 -0.621  0.2758
O 0.883 2.375 0.577  0.2121
H 0.849 -3.441 0.674  0.1876
H -1.581 -3.124 0.058  0.1173
H -0.990 1.930 -1.031  0.1171
H -2.554 1.072 -1.437  0.1401
H -2.444 -1.134 -0.610  0.1508
H 2.840 -2.531 0.266  0.1313
H 3.296 -0.886 0.014  0.1393
H -2.368 0.704 0.966  0.0292
H -1.631 2.011 1.100  0.0654
H 3.181 2.003 -0.757  0.1557
H 1.402 3.146 0.698  0.1043


Entry 3:
Entry from the Open Molecules 2025 dataset: C57H121F2N8O13S2V as an isolated structure at a distorted geometry (ωB97M-V with the def2-TZVPD basis set).

Gap between HOMO and LUMO, eV: 7.541
E_tot, eV: -152395.522

Last column: Löwdin charge in e.
Atoms and positions in Å:
O -12.448 -19.338 7.180  -0.3497
V -12.885 -17.781 6.674  0.9029
O -14.018 -17.962 5.615  -0.2449
N -12.301 -15.704 7.014  -0.3740
S -12.965 -14.514 6.105  0.5799
O -13.600 -15.041 4.938  -0.2458
O -12.045 -13.408 6.010  -0.2503
F -14.049 -14.009 7.170  -0.1653
S -10.838 -15.434 7.575  0.5544
O -10.788 -14.457 8.595  -0.2116
O -9.875 -15.487 6.502  -0.2482
F -10.804 -16.863 8.336  -0.1855
C -9.978 -18.451 12.778  -0.0288
C -11.287 -19.191 12.492  -0.5116
C -11.690 -19.082 11.042  -0.1576
C -12.822 -20.021 10.687  -0.1604
C -12.341 -21.418 11.009  -0.1469
C -11.954 -21.676 12.482  -0.5019
N -11.015 -20.606 12.762  -0.0802
O -10.683 -20.891 14.116  -0.0130
C -13.217 -21.719 13.463  0.0015
C -11.320 -23.043 12.466  -0.0473
C -12.438 -18.431 13.218  -0.0232
H -9.051 -18.888 12.261  0.0934
H -9.754 -18.376 13.871  0.0891
H -10.089 -17.394 12.456  0.0959
H -11.802 -18.049 10.703  0.1168
H -10.848 -19.345 10.391  0.1110
H -13.078 -19.839 9.661  0.0779
H -13.718 -19.886 11.334  0.1089
H -11.457 -21.725 10.366  0.1249
H -13.123 -22.109 10.683  0.0961
H -13.850 -20.848 13.381  0.0429
H -13.843 -22.572 13.142  0.0855
H -12.934 -21.726 14.516  0.0783
H -10.465 -23.106 11.755  0.0847
H -10.947 -23.542 13.440  0.1166
H -12.062 -23.698 12.065  0.0646
H -12.541 -17.421 12.777  0.0850
H -12.244 -18.367 14.284  0.0803
H -13.455 -18.851 13.020  0.0669
H -9.820 -20.517 14.220  0.0777
C -14.374 -24.501 7.242  -0.0202
C -13.041 -23.899 6.885  -0.5474
C -12.083 -24.844 6.128  -0.1140
C -12.439 -25.019 4.659  -0.1733
C -12.756 -23.703 3.899  -0.1139
C -13.668 -22.745 4.684  -0.4860
N -13.207 -22.704 6.115  -0.0503
O -14.027 -21.687 6.761  -0.0536
C -13.542 -21.368 4.087  -0.0490
C -15.174 -23.132 4.509  -0.0265
C -12.342 -23.548 8.169  -0.0342
H -14.961 -23.784 7.724  0.0409
H -14.152 -25.287 7.949  0.0925
H -14.984 -24.836 6.409  0.0707
H -11.057 -24.426 6.209  0.1208
H -12.028 -25.834 6.591  0.1239
H -13.290 -25.641 4.531  0.0876
H -11.658 -25.545 4.078  0.1162
H -13.227 -23.952 2.975  0.1097
H -11.774 -23.164 3.838  0.1216
H -14.082 -20.603 4.637  0.0767
H -12.476 -20.971 4.090  0.0729
H -13.771 -21.320 3.051  0.0746
H -15.676 -22.721 5.403  0.0781
H -15.596 -22.941 3.488  0.1010
H -15.360 -24.201 4.640  0.0543
H -12.978 -22.991 8.842  0.0546
H -11.347 -23.011 8.041  0.1097
H -12.185 -24.454 8.701  0.0777
H -13.341 -21.015 6.904  0.0399
C -20.254 -21.268 10.179  -0.0588
C -19.137 -22.064 9.527  -0.4968
C -17.831 -21.868 10.291  -0.1370
C -16.796 -22.786 9.662  -0.1964
C -17.139 -24.261 9.926  -0.1299
C -18.471 -24.573 9.271  -0.4917
N -19.497 -23.549 9.700  -0.0561
O -20.706 -23.784 8.974  -0.0456
C -18.272 -24.592 7.724  -0.0207
C -18.985 -25.953 9.710  -0.0391
C -19.098 -21.575 8.062  -0.0325
H -20.429 -21.763 11.165  0.0981
H -21.173 -21.186 9.644  0.0697
H -20.043 -20.252 10.510  0.0793
H -17.517 -20.804 10.179  0.1041
H -17.986 -22.116 11.375  0.1385
H -15.810 -22.557 10.093  0.1094
H -16.757 -22.615 8.575  0.0781
H -17.276 -24.352 11.010  0.1212
H -16.333 -24.937 9.591  0.1228
H -19.167 -24.775 7.160  0.0784
H -17.727 -23.723 7.374  0.0447
H -17.598 -25.456 7.529  0.0928
H -20.013 -26.187 9.509  0.0647
H -18.332 -26.768 9.419  0.0813
H -19.038 -26.040 10.821  0.0914
H -19.195 -20.486 7.989  0.0810
H -19.910 -22.089 7.527  0.0921
H -18.190 -21.864 7.532  0.0513
H -21.371 -24.080 9.601  0.1038
C -10.942 -16.637 2.687  -0.0276
C -11.574 -17.926 3.009  -0.4924
C -11.309 -19.000 1.961  -0.1400
C -9.944 -19.643 2.106  -0.1689
C -9.761 -20.237 3.456  -0.1694
C -10.046 -19.294 4.619  -0.5045
N -11.229 -18.515 4.302  -0.0039
O -11.398 -17.552 5.320  -0.1233
C -10.152 -20.297 5.832  -0.0143
C -8.807 -18.505 4.829  -0.0276
C -13.052 -17.615 2.739  -0.0340
H -11.552 -15.816 3.051  0.0919
H -10.806 -16.409 1.621  0.1125
H -9.931 -16.593 3.017  0.0678
H -12.082 -19.715 1.971  0.0969
H -11.318 -18.600 0.993  0.1070
H -9.124 -18.844 2.049  0.1332
H -9.852 -20.397 1.249  0.1439
H -8.786 -20.714 3.598  0.1293
H -10.573 -21.003 3.492  0.1104
H -10.207 -19.817 6.837  0.0808
H -10.991 -20.979 5.711  0.0603
H -9.257 -20.901 5.711  0.0587
H -7.961 -19.187 4.907  0.0891
H -8.711 -17.843 3.928  0.0961
H -8.794 -17.867 5.737  0.0754
H -13.681 -18.497 2.835  0.0874
H -13.126 -17.212 1.733  0.1017
H -13.488 -16.831 3.294  0.0349
H -10.594 -17.061 5.176  0.0740
C -19.621 -14.800 6.452  -0.0349
C -18.133 -14.959 6.343  -0.5058
C -17.805 -16.436 6.709  -0.1349
C -18.220 -17.279 5.498  -0.1758
C -17.385 -16.990 4.253  -0.1415
C -17.579 -15.558 3.831  -0.4832
N -17.441 -14.725 5.034  -0.0555
O -17.507 -13.310 4.739  0.0031
C -16.443 -15.142 2.809  -0.0107
C -18.956 -15.391 3.043  -0.0173
C -17.568 -14.166 7.520  -0.0413
H -19.960 -13.788 6.278  0.0927
H -19.776 -14.955 7.482  0.0632
H -20.171 -15.566 5.886  0.0785
H -16.766 -16.551 6.860  0.0891
H -18.390 -16.820 7.573  0.1312
H -19.254 -17.114 5.261  0.0823
H -18.184 -18.351 5.813  0.1146
H -17.761 -17.704 3.480  0.1343
H -16.280 -17.163 4.294  0.1159
H -15.688 -14.677 3.447  0.0623
H -16.087 -16.032 2.303  0.0730
H -16.752 -14.437 2.037  0.0768
H -19.829 -15.657 3.624  0.0566
H -18.995 -14.321 2.826  0.0736
H -18.997 -15.898 2.088  0.0754
H -17.861 -14.575 8.504  0.0906
H -17.867 -13.134 7.480  0.0770
H -16.458 -14.254 7.407  0.0768
H -16.641 -13.020 4.935  0.0704
C -5.950 -22.586 8.997  -0.0359
C -7.143 -21.949 8.311  -0.4990
C -8.297 -21.717 9.300  -0.1619
C -8.095 -20.629 10.284  -0.2074
C -7.715 -19.326 9.602  -0.1258
C -6.534 -19.468 8.565  -0.4639
N -6.890 -20.612 7.661  -0.0587
O -5.773 -20.783 6.823  -0.0425
C -6.445 -18.154 7.758  -0.0378
C -5.227 -19.562 9.422  -0.0258
C -7.596 -23.000 7.302  -0.0393
H -5.013 -22.228 8.552  0.0908
H -6.020 -23.666 8.990  0.0831
H -5.836 -22.298 10.034  0.0651
H -9.278 -21.687 8.759  0.1179
H -8.424 -22.637 9.878  0.1197
H -7.303 -20.995 10.926  0.1049
H -9.012 -20.489 10.872  0.0821
H -7.490 -18.546 10.335  0.1136
H -8.646 -19.002 9.017  0.1282
H -7.433 -17.956 7.247  0.0626
H -6.232 -17.292 8.410  0.0882
H -5.768 -18.218 6.854  0.0969
H -5.066 -18.552 9.809  0.0819
H -5.305 -20.249 10.239  0.0597
H -4.335 -19.668 8.880  0.0637
H -7.850 -23.890 7.879  0.0896
H -6.745 -23.293 6.641  0.0987
H -8.342 -22.642 6.637  0.0481
H -6.089 -20.546 5.944  0.0945
C -15.812 -19.317 8.175  0.0370
C -15.319 -18.025 8.730  -0.4354
O -14.316 -17.445 8.190  -0.0990
N -15.878 -17.420 9.804  0.0534
C -15.421 -16.105 10.170  -0.0474
H -16.861 -19.598 8.478  0.0885
H -15.102 -20.101 8.468  0.0857
H -15.761 -19.271 7.101  0.0828
H -16.533 -17.969 10.319  0.1404
H -16.279 -15.690 10.700  0.0908
H -15.166 -15.511 9.246  0.0941
H -14.512 -16.077 10.795  0.0936


Entry 4:
Entry from the Open Molecules 2025 dataset: C5H10O in the gas phase (ωB97M-V with the def2-TZVPD basis set).

Gap between HOMO and LUMO, eV: 11.319
SMILES: CCC[C@H]1CO1
Energy above the lowest of the compared OMol25 structures with the same formula, charge and spin, kJ/mol: 132.37
E_tot, eV: -7393.393

Last column: Löwdin charge in e.
Atoms and positions in Å:
C -0.761 -0.388 1.867  -0.1150
C 0.406 0.451 1.352  -0.2707
C 0.313 0.819 -0.130  -0.1632
C 0.495 -0.348 -1.087  -0.3088
C -0.216 -0.435 -2.367  -0.1238
O 1.145 -0.038 -2.312  -0.0473
H -0.842 -1.345 1.338  0.0698
H -1.710 0.145 1.741  0.0736
H -0.646 -0.613 2.933  0.0693
H 1.352 -0.078 1.532  0.1083
H 0.463 1.379 1.933  0.1044
H 1.103 1.539 -0.373  0.1203
H -0.642 1.324 -0.325  0.1176
H 0.841 -1.285 -0.640  0.1433
H -0.400 -1.400 -2.842  0.1085
H -0.921 0.355 -2.634  0.1136


- Which of these has the lowest E_tot?
  C57H121F2N8O13S2V


- Number 1 is which compound?
  C4H6O2


- gap between HOMO and LUMO of number 2 (C6H11BN3O2)?
  9.441 eV